(1)
One molecule with the formula C2H6N2O3S, computed with ωB97M-V/def2-TZVPD.

Geometry as XYZ:
```
14
C2H6N2O3S | the Open Molecules 2025 dataset | ωB97M-V/def2-TZVPD
C 1.838 0.750 1.161
C 1.091 -1.051 -0.802
N -2.715 0.760 0.348
N -1.930 -0.114 -0.003
O -1.854 -0.825 -0.997
O -0.881 -0.330 0.940
O 0.035 1.369 -0.693
S 0.535 0.384 0.195
H 1.799 1.741 1.309
H 1.867 0.153 1.989
H 1.271 -1.801 -0.096
H 0.390 -1.213 -1.499
H 1.869 -0.681 -1.394
H -3.315 0.859 -0.458
```

Computed properties:
SMILES: [H]/N=[N+](\[O-])O[S@@](=C)(C)=O
Kohn-Sham gap (Ha): 0.34721
DFT total energy (Eh): -812.95670
Lowest unoccupied orbital energy (eV): 0.12


(2)
A 2-piece molecular cluster, H3N3O2 overall, computed with ωB97M-V/def2-TZVPD.

Geometry as XYZ:
```
8
H3N3O2 | the Open Molecules 2025 dataset | ωB97M-V/def2-TZVPD
N -0.808 -1.465 0.085
N -1.298 0.810 0.043
N -0.765 -0.326 0.042
O 1.172 0.861 -0.374
O -0.814 -2.486 0.689
H -0.599 1.334 -0.488
H 2.000 1.199 -0.284
H 1.112 0.073 0.287
```

Computed properties:
SMILES: [H]/N=N/N=O.O
Kohn-Sham gap (Ha): 0.34370
DFT total energy (Eh): -316.32824
Lowest unoccupied orbital energy (eV): 0.33


(3)
An isolated ion of composition C36H54N11O6 and charge +1, computed with ωB97M-V/def2-TZVPD.

Geometry as XYZ:
```
107
C36H54N11O6 | the Open Molecules 2025 dataset | ωB97M-V/def2-TZVPD
C -3.030 -0.072 -4.302
C -2.929 -1.017 -3.573
C -2.817 -2.160 -2.682
O -3.300 -1.936 -1.359
C -4.693 -1.714 -1.230
H -5.021 -2.285 -0.354
C -5.039 -0.228 -1.052
O -4.557 0.336 0.153
C -5.428 0.348 1.267
C -5.107 -0.738 2.308
O -3.779 -0.707 2.795
C -3.456 0.305 3.739
C -2.725 1.517 3.140
N -1.286 1.324 3.077
C -0.570 1.888 2.054
N -1.152 1.913 0.852
C -0.428 2.521 -0.114
N 0.750 3.100 0.103
C 1.276 2.920 1.307
N 0.662 2.281 2.321
N 2.480 3.468 1.566
C 3.315 2.889 2.586
H 3.973 3.665 2.980
H 2.682 2.510 3.387
C 4.127 1.735 1.946
N 4.390 2.052 0.555
C 4.218 1.262 -0.529
O 4.356 1.672 -1.659
C 3.860 -0.216 -0.263
N 2.434 -0.318 -0.062
N 1.566 0.081 -0.974
N 0.388 -0.249 -0.600
C 0.460 -0.887 0.589
C 1.789 -0.936 0.951
H 2.291 -1.345 1.801
C -0.763 -1.415 1.258
H -0.699 -1.229 2.334
N -1.929 -0.664 0.741
H -2.248 -1.037 -0.169
H -1.687 0.372 0.634
H -2.714 -0.728 1.418
C -0.946 -2.925 1.005
C -2.286 -3.401 1.568
H -3.105 -3.075 0.935
H -2.305 -4.487 1.599
H -2.448 -3.024 2.574
C 0.221 -3.752 1.564
C 0.380 -3.695 3.079
H 1.201 -4.340 3.382
H -0.519 -4.041 3.580
H 0.603 -2.687 3.421
H 1.147 -3.425 1.087
H 0.063 -4.789 1.266
H -0.950 -3.077 -0.080
H 4.358 -0.591 0.635
C 4.248 -1.085 -1.475
C 3.686 -2.468 -1.306
C 2.473 -2.813 -1.892
C 1.903 -4.050 -1.668
C 2.547 -4.977 -0.852
C 3.767 -4.647 -0.276
C 4.324 -3.401 -0.499
H 5.274 -3.157 -0.046
H 4.281 -5.366 0.347
O 1.941 -6.174 -0.640
H 2.518 -6.753 -0.127
H 0.966 -4.327 -2.122
H 1.971 -2.101 -2.530
H 5.336 -1.106 -1.546
H 3.849 -0.607 -2.370
C 4.574 3.474 0.325
H 4.926 3.615 -0.697
C 3.218 4.167 0.532
H 3.361 5.210 0.831
H 2.621 4.129 -0.379
H 5.329 3.845 1.021
H 3.542 0.820 2.023
H 5.074 1.598 2.482
N -0.938 2.562 -1.343
C -0.133 2.900 -2.497
H 0.764 3.414 -2.159
C -0.946 3.779 -3.449
H -0.408 3.924 -4.386
O -2.174 3.170 -3.785
C -2.945 2.941 -2.632
H -3.886 2.503 -2.968
C -2.224 1.993 -1.665
H -2.809 1.872 -0.755
H -2.077 1.023 -2.154
H -3.153 3.894 -2.123
H -1.134 4.757 -2.982
H 0.153 1.970 -3.003
H -0.806 1.408 3.964
H -3.069 1.707 2.122
H -2.960 2.394 3.756
H -4.367 0.639 4.244
H -2.808 -0.174 4.480
H -5.214 -1.732 1.866
H -5.819 -0.646 3.136
H -5.322 1.335 1.731
H -6.471 0.228 0.956
H -4.564 0.340 -1.856
H -6.125 -0.108 -1.127
H -5.226 -2.091 -2.108
H -3.338 -3.020 -3.127
H -1.759 -2.412 -2.554
H -3.079 0.764 -4.935
```

Computed properties:
Kohn-Sham gap (Ha): 0.33126
Charge: +1
DFT total energy (Eh): -2457.74590
Lowest unoccupied orbital energy (eV): -1.55


(4)
A 2-piece molecular cluster, H3PS2 overall, computed with ωB97M-V/def2-TZVPD.

Geometry as XYZ:
```
6
H3PS2 | the Open Molecules 2025 dataset | ωB97M-V/def2-TZVPD
P -1.137 -0.132 0.372
S -2.892 -0.771 -0.074
S 1.179 -1.900 0.057
H -0.622 0.815 -0.516
H -1.004 0.528 1.592
H 1.749 -1.144 -0.868
```

Computed properties:
Kohn-Sham gap (spin up / spin down) (Ha): 0.26276 / 0.25606
DFT total energy (Eh): -1139.45260
Lowest unoccupied orbital energy (spin up / spin down) (eV): -2.14 / -2.14


(5)
One molecule with the formula C22H31ClN2O6S, computed with ωB97M-V/def2-TZVPD.

Geometry as XYZ:
```
63
C22H31ClN2O6S | the Open Molecules 2025 dataset | ωB97M-V/def2-TZVPD
C 8.757 0.092 0.817
C 7.728 1.195 1.011
H 7.451 1.275 2.067
H 8.104 2.154 0.649
O 6.546 0.947 0.242
C 5.631 0.136 0.775
O 5.732 -0.393 1.850
C 4.426 0.017 -0.141
C 3.736 -1.334 0.040
H 4.398 -2.141 -0.276
H 3.513 -1.474 1.099
C 2.442 -1.384 -0.777
N 1.562 -0.303 -0.396
C 0.381 -0.373 0.265
O -0.202 0.648 0.594
C -0.194 -1.762 0.523
H 0.617 -2.418 0.856
C -0.817 -2.323 -0.768
C -2.080 -1.542 -1.124
N -3.008 -1.662 -0.032
S -4.627 -1.750 -0.295
O -4.828 -2.046 -1.683
O -5.163 -2.665 0.672
C -5.415 -0.161 0.076
C -6.603 -0.248 0.769
C -7.341 0.897 1.026
C -6.889 2.124 0.571
C -5.695 2.208 -0.122
C -4.930 1.067 -0.378
O -3.744 1.072 -1.021
C -3.207 2.324 -1.435
C -1.803 2.103 -1.973
H -1.165 1.717 -1.182
H -1.823 1.400 -2.801
H -1.400 3.050 -2.321
H -3.851 2.759 -2.211
H -3.165 3.008 -0.578
H -5.372 3.176 -0.467
H -7.466 3.016 0.758
Cl -8.822 0.791 1.898
H -6.927 -1.221 1.101
C -2.554 -1.078 1.204
C -1.250 -1.747 1.639
H -0.856 -1.223 2.510
H -1.463 -2.781 1.916
H -3.335 -1.250 1.948
H -2.389 0.000 1.087
H -2.570 -1.958 -2.004
H -1.833 -0.492 -1.309
H -0.113 -2.269 -1.599
H -1.086 -3.368 -0.602
C 2.167 0.997 -0.617
C 3.441 1.141 0.211
H 3.897 2.113 0.021
H 3.188 1.078 1.272
H 1.439 1.756 -0.328
H 2.396 1.103 -1.683
H 1.962 -2.350 -0.649
H 2.683 -1.264 -1.841
H 4.763 0.145 -1.174
H 9.663 0.340 1.363
H 8.997 -0.020 -0.237
H 8.366 -0.850 1.194
```

Computed properties:
SMILES: CCOC(=O)C1CCN(C(=O)C2CCN(S(=O)(=O)c3cc(Cl)ccc3OCC)CC2)CC1
Kohn-Sham gap (Ha): 0.33871
DFT total energy (Eh): -2276.28732
Lowest unoccupied orbital energy (eV): 0.53


(6)
A 2-piece molecular cluster, C2H3N4 overall, computed with ωB97M-V/def2-TZVPD.

Geometry as XYZ:
```
9
C2H3N4 | the Open Molecules 2025 dataset | ωB97M-V/def2-TZVPD
C -0.757 1.353 -0.079
C 2.291 -0.981 0.044
N 0.132 0.280 -0.040
N -1.980 0.914 0.119
N -0.652 -0.739 0.281
N -1.862 -0.397 0.344
H 1.666 -1.550 0.713
H 1.706 -1.253 -0.843
H -0.544 2.373 -0.539
```

Computed properties:
Kohn-Sham gap (Ha): 0.33194
Charge: -1
DFT total energy (Eh): -296.89210
Lowest unoccupied orbital energy (eV): 4.03